The following is a quantum chemistry calculation of a structure of composition C68H63MoN3OP2S3 in a non-equilibrium geometry, from the OMol25 dataset.

Output
**⟨S²⟩**: 2.0617
**HOMO-LUMO gap (spin up / spin down)**: 4.08 / 6.24 eV
**Calculated total energy**: -4813.98995 Eh
**Spin multiplicity**: 3
**HOMO (spin up / spin down)**: -3.969 / -6.861 eV
**Molar mass**: 1192.361 g mol⁻¹
**LUMO energy (spin up / spin down)**: 0.004 / -0.023 hartree

Each line ends with the Löwdin spin population.
Geometry (Å):
Mo 0.260 2.548 -1.128  0.98
C -2.344 1.577 -2.691  0.01
N -1.807 2.844 -2.127  0.01
C -2.754 3.340 -1.074  0.00
C -2.123 4.285 -0.060  0.00
N -0.974 3.622 0.606  0.00
C -1.506 2.797 1.720  0.01
C -0.038 4.542 1.257  0.01
C -0.473 5.707 1.869  0.00
C 0.386 6.448 2.665  0.00
C 1.681 6.000 2.886  0.00
C 2.129 4.855 2.251  0.01
C 1.287 4.129 1.411  0.01
S 1.945 2.749 0.528  0.09
C -1.668 3.849 -3.199  0.00
C -2.510 3.832 -4.306  0.00
C -2.368 4.761 -5.324  0.00
C -1.387 5.738 -5.231  0.00
C -0.564 5.779 -4.121  0.00
C -0.684 4.836 -3.098  0.01
S 0.394 4.928 -1.720  0.00
H -3.423 1.641 -2.850  0.00
H -2.152 0.755 -2.018  0.00
H -1.852 1.364 -3.635  0.00
H -3.146 2.459 -0.562  0.00
H -3.592 3.852 -1.552  0.00
H -2.892 4.558 0.670  0.00
H -1.780 5.188 -0.551  0.00
H -1.821 3.441 2.544  0.00
H -0.734 2.117 2.070  0.00
H -2.358 2.215 1.393  0.00
H -1.491 6.051 1.730  0.00
H 0.037 7.364 3.123  0.00
H 2.342 6.544 3.547  0.00
H 3.147 4.507 2.381  0.00
H -3.291 3.090 -4.394  0.00
H -3.023 4.716 -6.183  0.00
H -1.262 6.461 -6.027  0.00
H 0.199 6.542 -4.027  0.00
O -0.376 0.582 -0.053  0.02
S -1.759 -0.044 0.194  0.06
C -1.946 -1.754 -0.332  0.03
C -3.319 -2.022 -0.358  0.07
C -3.853 -3.305 -0.228  0.00
C -2.986 -4.349 -0.032  0.06
C -3.230 -5.824 0.180  0.01
C -1.812 -6.453 0.244  0.00
C -0.870 -5.302 -0.018  0.02
C 0.481 -5.264 -0.205  -0.01
C 1.060 -4.054 -0.635  0.02
C 0.357 -2.870 -0.774  -0.01
P 1.088 -1.437 -1.696  0.00
C 2.485 -2.268 -2.582  0.00
C 3.713 -2.243 -1.918  0.00
C 4.833 -2.851 -2.464  0.00
C 4.747 -3.472 -3.702  0.00
C 3.538 -3.483 -4.382  0.00
C 2.412 -2.887 -3.826  0.00
C -0.124 -1.375 -3.100  0.00
C -0.024 -0.260 -3.930  0.00
C -0.789 -0.144 -5.083  0.00
C -1.699 -1.137 -5.410  0.00
C -1.822 -2.247 -4.585  0.00
C -1.033 -2.374 -3.450  0.00
C -1.013 -2.843 -0.374  0.02
C -1.602 -4.106 -0.126  0.00
C -2.169 -0.370 1.910  0.12
C -3.543 -0.036 2.009  0.14
C -4.412 -0.575 2.948  0.01
C -3.925 -1.522 3.817  0.17
C -4.612 -2.312 4.905  0.03
C -3.475 -3.130 5.570  0.01
C -2.223 -2.733 4.823  0.07
C -0.911 -3.071 5.045  0.00
C 0.063 -2.449 4.273  0.08
C -0.224 -1.558 3.232  0.00
P 1.152 -0.490 2.650  0.01
C 1.551 0.225 4.323  0.00
C 0.526 0.955 4.931  0.00
C 0.688 1.515 6.187  0.00
C 1.882 1.347 6.876  0.00
C 2.901 0.612 6.292  0.00
C 2.742 0.064 5.024  0.00
C 2.566 -1.640 2.409  0.00
C 2.409 -3.017 2.278  0.00
C 3.510 -3.840 2.069  0.00
C 4.784 -3.300 1.985  0.00
C 4.952 -1.926 2.086  0.00
C 3.853 -1.105 2.281  0.00
C -1.577 -1.245 2.922  0.03
C -2.541 -1.823 3.803  0.01
H -3.996 -1.180 -0.421  0.01
H -4.927 -3.446 -0.243  0.00
H -3.810 -6.239 -0.647  0.00
H -3.798 -6.010 1.094  0.00
H -1.688 -7.236 -0.505  0.00
H -1.615 -6.904 1.219  0.00
H 1.098 -6.150 -0.108  0.00
H 2.103 -4.077 -0.902  0.00
H 3.780 -1.735 -0.961  0.00
H 5.774 -2.834 -1.928  0.00
H 5.620 -3.941 -4.139  0.00
H 3.467 -3.956 -5.354  0.00
H 1.477 -2.914 -4.370  0.00
H 0.660 0.528 -3.650  0.00
H -0.672 0.722 -5.726  0.00
H -2.308 -1.050 -6.302  0.00
H -2.533 -3.027 -4.828  0.00
H -1.130 -3.265 -2.845  0.00
H -3.944 0.667 1.284  0.01
H -5.449 -0.258 2.970  0.00
H -5.385 -2.965 4.492  0.01
H -5.103 -1.652 5.625  0.01
H -3.655 -4.205 5.491  0.00
H -3.378 -2.899 6.632  0.00
H -0.623 -3.762 5.829  0.00
H 1.101 -2.635 4.518  0.00
H -0.433 1.052 4.433  0.00
H -0.127 2.070 6.636  0.00
H 2.009 1.772 7.863  0.00
H 3.826 0.447 6.831  0.00
H 3.551 -0.514 4.600  0.00
H 1.422 -3.450 2.345  0.00
H 3.367 -4.910 1.972  0.00
H 5.640 -3.946 1.831  0.00
H 5.942 -1.494 2.005  0.00
H 3.991 -0.031 2.338  0.00
C 3.464 1.207 -2.899  0.00
C 2.477 2.306 -3.319  -0.01
C 3.171 3.671 -3.171  0.00
C 2.058 2.124 -4.783  0.00
N 1.330 2.231 -2.445  -0.13
H 4.386 1.300 -3.472  0.00
H 3.035 0.221 -3.080  0.00
H 3.686 1.296 -1.834  0.00
H 4.126 3.638 -3.697  0.00
H 3.350 3.894 -2.120  0.00
H 2.560 4.464 -3.597  0.00
H 2.901 2.379 -5.426  0.00
H 1.221 2.783 -5.024  0.00
H 1.768 1.093 -4.988  0.00